# 1
Molecular formula: C19H38O4
Method: DFT, wB97M-V/def2-TZVPD

Each line ends with the Löwdin charge.
Positions of all 61 atoms, in Å:
C 0.473 1.120 -9.009  -0.144
C 0.511 -0.335 -8.507  -0.283
C 0.869 -0.628 -7.005  -0.214
C -0.282 -0.131 -6.184  -0.268
C -0.092 -0.247 -4.769  -0.218
C 0.164 -1.773 -4.427  -0.235
C 0.643 -1.932 -3.004  -0.134
C -0.676 -1.653 -1.923  -0.152
C -0.288 -2.007 -0.510  -0.224
C -1.292 -1.418 0.546  -0.139
C -0.947 -2.111 1.944  -0.228
C 0.138 -1.391 2.508  -0.319
C 0.203 -1.496 4.040  -0.140
C 1.702 -1.207 4.741  -0.012
H 2.380 -1.564 4.156  0.018
H 1.804 -1.444 5.658  0.019
C 1.772 0.567 4.708  -0.042
C 0.648 1.058 5.374  -0.519
O 0.310 0.777 6.728  -0.081
O -0.078 1.650 4.562  0.041
C -1.482 2.226 5.054  0.071
H -1.964 2.106 4.212  0.074
C -1.135 3.641 5.508  -0.411
C 0.041 3.909 6.525  0.072
O -0.695 3.050 7.799  -0.057
H -0.298 2.320 7.751  -0.128
H -0.135 5.171 6.787  0.212
H 0.843 3.451 6.278  0.016
O -2.343 4.280 5.860  -0.073
H -2.444 4.082 6.914  0.175
H -0.966 4.196 4.633  0.124
H -1.863 1.670 5.937  0.146
H 2.696 0.650 5.286  0.122
H 1.755 0.897 3.646  0.128
H -0.512 -1.216 4.574  -0.003
H 0.427 -2.910 4.218  0.201
H -0.062 -0.213 2.532  0.136
H 1.372 -1.508 2.051  0.201
H -1.866 -1.709 2.553  0.159
H -0.767 -3.123 1.897  0.091
H -1.197 -0.249 0.544  0.159
H -1.984 -1.901 0.078  0.029
H 0.781 -1.468 -0.325  0.153
H -0.099 -2.903 -0.451  0.012
H -0.738 -0.616 -2.076  0.080
H -1.553 -1.973 -2.026  0.029
H 0.687 -3.011 -2.670  0.113
H 1.443 -1.382 -2.579  0.084
H 0.782 -2.488 -4.927  0.090
H -0.776 -2.382 -4.659  0.134
H 1.034 0.018 -4.508  0.161
H -0.688 0.084 -4.117  0.028
H -1.236 -0.779 -6.280  0.158
H -0.400 1.007 -6.331  0.141
H 1.217 -1.504 -6.925  0.003
H 1.998 -0.014 -6.887  0.195
H -0.493 -0.859 -8.904  0.129
H 1.361 -0.848 -9.342  0.158
H 1.347 1.551 -8.769  0.017
H 0.491 1.284 -9.990  0.008
H -0.542 1.625 -8.497  0.137

* charge: 0
* energy above the lowest of the compared OMol25 structures with the same formula, charge and spin: 1811.5 kJ/mol
* total energy: -28491.84312 eV
* E_HOMO: -9.51 eV
* molecular weight: 330.51 u
* E_LUMO: 0.7 eV
* gap between HOMO and LUMO: 10.169 eV

---

# 2
Molecular formula: C19H38O9
Method: DFT, wB97M-V/def2-TZVPD

Each line ends with the Löwdin spin population.
Positions of all 66 atoms, in Å:
C -0.146 0.165 0.502  0.060
C 0.840 1.276 0.405  0.083
O 0.593 2.315 0.998  0.561
C 2.044 1.209 -0.599  0.072
H -0.527 0.016 1.512  -0.001
H 0.157 -0.834 0.186  0.004
H -0.929 0.323 -0.240  -0.001
H 2.742 2.020 -0.392  0.000
H 1.820 1.150 -1.664  0.002
H 2.571 0.259 -0.518  0.003
O 1.540 -1.221 5.058  0.000
C 0.987 -0.102 5.145  0.000
O 1.629 1.045 5.060  0.000
C 2.949 1.205 4.556  0.000
C 2.833 2.426 3.698  0.000
C -0.428 0.066 5.553  0.000
H 3.301 0.369 3.950  0.000
H 3.443 1.318 5.521  0.000
H 2.209 3.244 4.056  0.000
H 2.404 2.259 2.710  -0.001
H 3.791 2.939 3.621  0.000
H -1.038 0.246 4.668  0.000
H -0.581 0.836 6.309  0.000
H -0.840 -0.861 5.950  0.000
O -4.662 -3.064 1.949  0.003
C -4.513 -2.247 0.997  0.001
O -5.477 -1.752 0.219  0.000
C -6.803 -2.212 0.255  0.000
C -7.016 -3.490 -0.649  0.000
C -3.111 -1.502 0.924  0.001
H -7.307 -1.299 -0.060  0.000
H -7.141 -2.283 1.289  0.000
H -8.079 -3.684 -0.788  0.000
H -6.554 -4.388 -0.238  0.000
H -6.661 -3.424 -1.677  0.000
H -2.646 -1.759 1.875  0.000
H -3.196 -0.420 0.824  0.000
H -2.716 -1.916 -0.004  0.000
O 1.370 6.541 -1.061  0.155
C 1.751 5.378 -1.341  0.012
O 1.503 4.702 -2.363  0.002
C 0.612 5.208 -3.403  0.002
C 1.180 6.311 -4.270  0.001
C 2.715 4.708 -0.475  0.033
H -0.233 5.601 -2.838  0.001
H 0.251 4.436 -4.083  0.000
H 1.873 5.871 -4.988  0.000
H 1.628 7.135 -3.715  0.000
H 0.364 6.540 -4.955  0.000
H 3.347 4.055 -1.077  0.001
H 2.070 4.088 0.147  0.005
H 3.342 5.430 0.048  0.001
O -0.016 -3.210 -2.648  0.000
C 1.072 -3.477 -2.231  0.000
O 1.643 -4.674 -2.109  0.000
C 1.130 -5.812 -2.806  0.000
C 2.271 -6.479 -3.615  0.000
C 1.858 -2.339 -1.676  0.000
H 0.162 -5.664 -3.286  0.000
H 0.928 -6.478 -1.967  0.000
H 2.004 -7.451 -4.029  0.000
H 3.150 -6.537 -2.973  0.000
H 2.511 -5.894 -4.503  0.000
H 2.159 -2.612 -0.664  0.000
H 1.209 -1.464 -1.695  0.000
H 2.663 -2.138 -2.383  0.000

* charge: +1
* total energy: -38735.37958 eV
* E_HOMO (spin up / spin down): -12.15 / -12.12 eV
* molecular weight: 410.50 u
* E_LUMO (spin up / spin down): -4.8 / -9.4 eV
* ⟨S²⟩: 0.759
* gap between HOMO and LUMO (spin up / spin down): 7.398 / 2.716 eV
* spin multiplicity: 2

---

# 3
Molecular formula: C19H39BNP3Sc
Method: DFT, wB97M-V/def2-TZVPD

Each line ends with the Löwdin spin population.
Positions of all 64 atoms, in Å:
Sc -0.502 -0.449 -1.313  0.141
H -3.580 -2.417 0.066  0.001
H 0.745 0.713 -2.310  0.007
P -2.593 1.318 -0.901  0.231
P -0.358 -3.019 -0.823  0.005
C -1.169 -3.861 0.610  0.002
H -0.705 -4.843 0.763  0.000
H -1.033 -3.276 1.534  0.000
H -2.244 -4.009 0.469  0.000
C -0.021 -4.316 -2.119  0.000
H 0.849 -3.956 -2.681  0.000
H 0.251 -5.285 -1.672  0.000
H -0.853 -4.446 -2.818  0.000
C 1.322 -3.304 -0.131  0.000
H 1.534 -2.704 0.753  0.000
H 1.337 -4.365 0.122  0.000
H 2.060 -3.105 -0.907  0.000
C -4.224 1.571 -1.682  0.078
H -4.560 2.606 -1.527  0.011
H -4.226 1.380 -2.758  0.000
H -4.974 0.917 -1.224  0.000
C -3.264 1.502 0.819  0.012
H -2.455 1.637 1.536  0.002
H -3.935 2.359 0.844  0.000
H -3.793 0.571 1.048  0.001
C -1.761 2.913 -1.177  0.021
H -1.188 2.943 -2.127  0.000
H -2.535 3.705 -1.253  0.004
H -1.065 3.188 -0.364  0.000
H 0.307 0.832 -4.032  0.006
H 1.202 -0.530 -3.499  0.001
H -0.814 -1.950 -3.497  0.018
H -1.962 -0.105 -3.417  0.045
B -0.957 -0.744 -3.568  0.238
N 0.362 0.046 -3.389  0.022
H -3.919 -3.004 -0.308  0.000
H -1.650 0.265 0.009  0.163
C 2.444 1.407 -1.277  -0.004
P 1.271 0.736 -0.044  -0.011
C 2.286 -0.272 1.137  -0.002
C 3.585 -0.695 0.800  0.000
C 4.362 -1.421 1.711  0.000
C 3.846 -1.727 2.974  0.000
C 2.514 -1.441 3.280  0.000
C 1.753 -0.683 2.384  0.000
C 0.789 2.146 1.068  -0.001
C -0.204 1.965 2.064  0.005
C -0.634 3.017 2.873  0.001
C -0.001 4.259 2.766  0.000
C 0.974 4.474 1.786  0.001
C 1.373 3.414 0.951  0.000
H 2.772 0.617 -1.983  0.000
H 3.345 1.807 -0.774  -0.001
H 1.980 2.221 -1.867  0.000
H 4.027 -0.413 -0.163  0.000
H 5.374 -1.746 1.432  0.000
H 4.470 -2.240 3.712  0.000
H 2.065 -1.789 4.219  0.000
H 0.755 -0.365 2.708  0.000
H -0.652 0.970 2.230  0.003
H -1.453 2.868 3.595  0.000
H -0.290 5.071 3.434  0.000
H 1.432 5.464 1.665  0.000
H 2.191 3.581 0.245  0.000

* charge: +2
* energy above the lowest of the compared OMol25 structures with the same formula, charge and spin: 154.3 kJ/mol
* total energy: -71049.61300 eV
* E_HOMO (spin up / spin down): -13.46 / -13.14 eV
* molecular weight: 430.22 u
* E_LUMO (spin up / spin down): -6.3 / -7.7 eV
* ⟨S²⟩: 0.805
* gap between HOMO and LUMO (spin up / spin down): 7.165 / 5.484 eV
* spin multiplicity: 2

---

# 4
Molecular formula: C19H39Br2N4
Method: DFT, wB97M-V/def2-TZVPD

Each line ends with the Löwdin charge.
Positions of all 64 atoms, in Å:
C 1.165 -2.396 -3.896  -0.137
C 1.130 -0.925 -3.519  -0.768
Br 2.546 -0.022 -4.468  0.760
C -0.252 -0.239 -3.698  -0.670
Br -0.589 0.597 -5.420  0.790
C -1.399 -1.165 -3.408  -0.241
C -2.001 -1.216 -2.170  0.086
C -3.058 -2.113 -1.974  -0.049
N -3.506 -2.938 -2.880  0.138
N -2.899 -2.848 -4.061  0.089
C -1.915 -2.032 -4.373  -0.005
H 2.171 -2.791 -3.810  0.080
H 0.498 -2.982 -3.261  0.083
H 0.847 -2.529 -4.932  0.083
H 1.366 -0.805 -2.464  0.082
H -0.286 0.580 -2.987  0.098
H -1.696 -0.586 -1.346  0.144
H -3.549 -2.168 -1.013  0.127
H -3.268 -3.474 -4.768  0.193
H -1.544 -2.046 -5.386  0.130
C 4.656 1.879 2.510  -0.086
C 4.885 0.755 1.511  -0.269
N 3.653 0.250 0.930  -0.200
C 3.815 -1.003 0.221  -0.254
C 4.688 -1.019 -1.040  -0.081
C 2.809 1.242 0.289  -0.252
C 3.408 2.073 -0.855  -0.076
H 3.940 1.577 3.274  0.081
H 5.595 2.131 3.002  0.076
H 4.287 2.787 2.031  0.065
H 5.362 -0.080 2.031  0.119
H 5.605 1.096 0.751  0.105
H 2.814 -1.372 -0.033  0.100
H 4.222 -1.729 0.932  0.112
H 4.198 -0.514 -1.871  0.017
H 4.873 -2.052 -1.343  0.073
H 5.657 -0.549 -0.878  0.072
H 2.454 1.931 1.059  0.099
H 1.910 0.728 -0.069  0.098
H 4.395 2.459 -0.600  0.072
H 2.766 2.933 -1.060  0.074
H 3.496 1.506 -1.781  0.027
C -1.255 2.066 3.232  -0.084
C -2.658 1.966 2.652  -0.271
N -2.943 0.661 2.075  -0.208
C -4.144 0.640 1.263  -0.270
C -5.498 0.897 1.932  -0.077
C -2.756 -0.472 2.969  -0.252
C -3.540 -0.487 4.286  -0.075
H -0.507 1.779 2.492  0.071
H -1.057 3.094 3.537  0.077
H -1.127 1.436 4.112  0.068
H -2.758 2.703 1.851  0.117
H -3.384 2.253 3.426  0.106
H -4.182 -0.330 0.750  0.088
H -4.012 1.387 0.471  0.106
H -5.823 0.052 2.538  0.059
H -6.262 1.059 1.169  0.073
H -5.473 1.784 2.563  0.072
H -1.692 -0.540 3.204  0.101
H -2.984 -1.381 2.404  0.107
H -3.486 0.473 4.801  0.070
H -3.118 -1.238 4.955  0.076
H -4.590 -0.735 4.143  0.057

* charge: +1
* total energy: -166373.11140 eV
* E_HOMO: -10.05 eV
* molecular weight: 483.36 u
* E_LUMO: -5.2 eV
* gap between HOMO and LUMO: 4.877 eV

---

# 5
Molecular formula: C19H39BrIN2O2P
Method: DFT, wB97M-V/def2-TZVPD

Each line ends with the Löwdin charge.
Positions of all 65 atoms, in Å:
C 7.284 3.028 0.340  -0.107
C 6.909 1.637 -0.214  -0.256
C 6.437 0.699 0.898  -0.233
C 6.414 -0.772 0.465  -0.220
C 5.223 -1.104 -0.420  -0.221
C 3.881 -1.140 0.323  -0.216
C 2.817 -1.823 -0.514  -0.235
C 1.476 -1.983 0.194  -0.243
C 0.568 -2.923 -0.593  -0.203
C -0.688 -3.411 0.148  -0.206
C -1.266 -2.421 1.146  -0.219
C -1.938 -1.195 0.513  -0.218
C -2.970 -1.494 -0.588  -0.198
C -2.756 -0.742 -1.935  -0.253
C -3.873 0.268 -2.221  -0.217
C -3.454 1.713 -1.956  -0.234
C -3.463 2.105 -0.476  -0.166
C -4.740 2.824 -0.032  -0.154
N -5.281 2.175 1.202  -0.192
O -6.233 3.077 1.863  0.014
C -5.976 3.189 3.135  -0.325
N -5.759 3.268 4.255  0.225
P -6.058 0.498 0.883  0.667
O -6.770 0.560 2.308  -0.310
Br -7.629 1.062 -0.557  0.437
H 8.353 3.209 0.270  0.062
H 7.019 3.079 1.394  0.061
H 6.748 3.820 -0.173  0.062
H 7.763 1.195 -0.721  0.101
H 6.078 1.762 -0.903  0.100
H 7.118 0.808 1.743  0.105
H 5.441 0.996 1.220  0.106
H 6.425 -1.414 1.346  0.104
H 7.329 -0.963 -0.098  0.102
H 5.145 -0.399 -1.249  0.112
H 5.359 -2.085 -0.878  0.106
H 4.052 -1.664 1.266  0.113
H 3.572 -0.117 0.535  0.111
H 2.659 -1.265 -1.438  0.097
H 3.190 -2.812 -0.793  0.108
H 1.019 -0.994 0.179  0.053
H 1.630 -2.321 1.219  0.113
H 1.169 -3.804 -0.829  0.102
H 0.332 -2.452 -1.547  0.100
H -0.433 -4.324 0.689  0.105
H -1.428 -3.711 -0.591  0.091
H -0.515 -2.091 1.859  0.098
H -2.019 -2.948 1.742  0.104
H -2.456 -0.672 1.327  0.086
H -1.171 -0.508 0.168  0.037
H -3.935 -1.166 -0.200  0.033
H -3.073 -2.559 -0.773  0.093
H -1.768 -0.194 -1.913  -0.154
H -2.680 -1.448 -2.758  0.104
H -4.139 0.220 -3.277  0.108
H -4.780 0.010 -1.664  0.052
H -4.099 2.372 -2.542  0.110
H -2.431 1.855 -2.295  -0.024
H -2.598 2.737 -0.292  0.115
H -3.309 1.204 0.126  0.090
H -4.498 3.840 0.268  0.141
H -5.510 2.877 -0.791  0.084
H -4.484 2.014 1.834  0.168
H -7.327 -0.220 2.448  0.090
I 0.096 1.041 -2.072  -0.067

* charge: 0
* total energy: -114838.98254 eV
* E_HOMO: -6.21 eV
* molecular weight: 565.32 u
* E_LUMO: -2.3 eV
* gap between HOMO and LUMO: 3.948 eV

---

# 6
Molecular formula: C19H39Cl14NO3
Method: DFT, wB97M-V/def2-TZVPD

Each line ends with the Löwdin charge.
Positions of all 76 atoms, in Å:
C -1.045 3.873 -1.193  -0.048
C -2.027 2.703 -1.194  -0.489
O -3.281 3.335 -0.888  -0.205
C -1.740 1.762 -0.003  -0.106
N -0.964 0.550 -0.381  -0.077
C 0.378 0.884 -0.890  -0.121
C -0.826 -0.179 0.815  -0.584
O 0.115 -0.131 1.548  0.135
O -1.918 -0.963 1.102  0.083
H -1.424 4.628 -1.884  0.080
H -0.030 3.566 -1.436  0.020
H -1.026 4.302 -0.189  0.082
H -2.025 2.174 -2.144  0.064
H -3.924 2.649 -0.674  0.074
H -1.235 2.305 0.806  0.135
H -2.708 1.390 0.344  0.124
H 0.916 1.547 -0.202  0.002
H 0.936 -0.048 -0.983  0.102
H 0.344 1.339 -1.882  -0.020
H -2.304 -0.567 1.898  0.092
Cl 2.498 -0.719 -4.681  0.529
C 2.104 0.808 -5.506  -0.658
C 2.680 2.000 -4.787  -0.629
Cl 1.883 2.274 -3.216  0.638
H 1.022 0.877 -5.588  0.068
H 2.524 0.748 -6.509  0.072
H 2.531 2.899 -5.385  0.073
H 3.745 1.881 -4.605  0.066
Cl -3.699 3.094 -3.241  0.786
C -4.723 3.693 -4.579  -0.608
C -4.211 5.000 -5.128  -0.664
Cl -4.394 6.337 -3.961  0.540
H -5.739 3.787 -4.206  0.069
H -4.713 2.941 -5.369  0.071
H -4.778 5.274 -6.016  0.070
H -3.160 4.932 -5.396  0.066
Cl 3.763 -3.503 -2.978  0.530
C 5.547 -3.555 -3.046  -0.684
C 6.181 -2.373 -2.361  -0.669
Cl 5.906 -0.845 -3.239  0.528
H 5.841 -3.618 -4.091  0.070
H 5.853 -4.473 -2.548  0.025
H 7.259 -2.519 -2.312  0.039
H 5.802 -2.250 -1.350  0.071
Cl 6.576 -7.607 -2.511  0.550
C 8.355 -7.710 -2.566  -0.662
C 9.007 -6.538 -1.880  -0.649
Cl 8.753 -5.018 -2.778  0.580
H 8.655 -7.779 -3.608  0.068
H 8.637 -8.632 -2.061  0.073
H 10.082 -6.696 -1.819  0.073
H 8.621 -6.401 -0.873  0.070
Cl 2.320 6.426 1.994  0.537
C 1.836 4.850 2.671  -0.663
C 2.637 3.712 2.095  -0.634
Cl 2.261 3.428 0.377  0.614
H 0.772 4.720 2.488  0.064
H 1.998 4.903 3.747  0.072
H 2.399 2.791 2.627  0.077
H 3.705 3.893 2.179  0.068
Cl -5.700 -2.126 4.726  0.571
C -3.925 -2.283 4.813  -0.643
C -3.305 -1.194 5.650  -0.654
Cl -3.432 0.409 4.876  0.541
H -3.539 -2.280 3.796  0.061
H -3.712 -3.253 5.258  0.076
H -2.244 -1.398 5.786  0.076
H -3.772 -1.128 6.629  0.057
Cl -8.145 -4.098 9.923  0.534
C -8.535 -3.156 8.459  -0.665
C -7.304 -2.599 7.794  -0.699
Cl -6.525 -1.325 8.769  0.536
H -9.225 -2.366 8.743  0.068
H -9.044 -3.832 7.774  0.073
H -7.573 -2.148 6.842  0.032
H -6.565 -3.375 7.609  0.059

* charge: 0
* total energy: -203282.49717 eV
* E_HOMO: -9.16 eV
* molecular weight: 825.87 u
* E_LUMO: 0.5 eV
* SMILES: C[C@H](O)CN(C)C(=O)O.ClCCCl.ClCCCl.ClCCCl.ClCCCl.ClCCCl.ClCCCl.ClCCCl
* gap between HOMO and LUMO: 9.668 eV